87
Properties=species:S:1:pos:R:3 method="wB97M-V/def2-TZVPD" homo_energy_ha="-0.1997 / -0.2597" spin_multiplicity=5 lumo_ev="0.21 / -1.13" energy_ev=-122597.1077
Ir 0.31041 0.60314 -0.10652
As -2.57896 -2.30063 0.67849
S -2.46949 1.97874 -0.80400
N -1.63464 0.93827 0.24017
N 0.40089 0.61076 -2.16877
N 2.36452 0.38477 -0.47313
N 0.21499 0.47387 1.86491
C -4.03008 -4.82705 1.27454
C -3.06345 0.82863 -2.06833
C 3.53582 0.48113 0.39551
C -3.34863 -2.10081 3.53859
C -3.33628 1.85847 4.25432
C -5.19642 -1.74855 -0.34854
C -4.53307 -6.08042 0.95425
C -4.22152 -1.26707 0.50153
C 3.86752 -0.88818 -4.51446
C 1.94744 0.63714 -4.03084
C 1.57889 0.34018 -2.69046
C 2.21121 1.37918 3.09232
C -6.14001 0.47107 -0.74094
C -4.33391 -6.61007 -0.31340
C -3.98761 1.36612 3.08318
C 1.38038 0.15336 2.67482
C -2.04878 0.88394 1.57976
C 3.64044 -0.94966 -2.02603
C 2.94593 0.11194 -4.81762
C -3.46943 0.83591 1.94689
C -3.62324 -5.88580 -1.25951
C -1.21962 -3.09802 3.05788
C 2.54686 2.32850 1.94139
C 2.59255 -0.07164 -1.71406
C -4.51468 0.11113 1.08484
C -1.94732 0.05930 -2.76879
C -2.04420 1.56273 4.62729
C -1.00948 -3.31319 4.41190
C -1.96726 -2.90991 5.33339
C -3.13455 -2.30056 4.89566
C -5.26061 1.01559 0.12974
C -0.98131 0.75167 2.47718
C -3.11587 -4.63568 -0.93322
C -6.20614 -0.93889 -0.88824
C -2.39294 -2.49623 2.60936
C -0.70614 0.90800 -3.07896
C 4.13014 -1.38146 -3.25396
C -1.03827 0.95158 3.89286
C -3.32247 -4.08851 0.33128
C 3.69229 1.85733 1.05199
H 1.65436 2.48026 1.33329
H -0.46732 -3.39452 2.33377
H -6.75803 1.10438 -1.36655
H -0.40285 0.71203 -4.10379
H 4.45816 -1.27796 -5.33403
H 4.42981 0.33144 -0.21054
H -3.87966 -1.97724 5.61188
H -5.16005 -2.78359 -0.66395
H 3.13212 1.01876 3.56281
H 1.65645 1.93822 3.84822
H -0.09780 -3.79075 4.74924
H 4.09866 -1.41408 -1.16164
H -3.46033 -6.29488 -2.24883
H 3.84574 2.59443 0.25871
H -5.14866 2.08270 0.24794
H 1.34573 1.40021 -4.50647
H 3.55197 -0.30078 1.15767
H -4.26799 -1.63471 3.20344
H -3.76617 0.14226 -1.59910
H -0.13187 0.76240 4.44490
H -1.64689 -0.78125 -2.14093
H 4.61190 1.82076 1.64492
H -5.08240 -6.64442 1.69794
H -2.34480 -0.34825 -3.70091
H 2.81460 3.30603 2.34812
H 2.98825 0.50495 -5.82766
H -5.07215 1.34028 3.15853
H -0.96339 1.96682 -2.99815
H -1.80255 -3.07063 6.39158
H -3.96584 2.33629 4.99457
H -3.61639 1.47284 -2.75653
H 1.08650 -0.40974 3.56112
H 1.98289 -0.52722 2.08477
H -4.19033 -4.42149 2.26605
H -4.72765 -7.58764 -0.56168
H -2.55174 -4.07110 -1.66843
H -6.96429 -1.38052 -1.52142
H -1.77826 1.81826 5.64879
H 4.87725 -2.16552 -3.19811
H -5.30916 -0.15900 1.80343

***

14
Properties=species:S:1:pos:R:3 method="wB97M-V/def2-TZVPD" homo_energy_ha=-0.4008 spin_multiplicity=1 lumo_ev=0.09 e_above_lowest_kcal_mol=0.0 energy_ev=-36211.6923 smiles="O=C1C[C@@H](O)N1S(=O)(=O)Cl"
Cl 0.72739 -0.45092 2.90986
S -0.44012 -1.36407 1.47675
O -1.63113 1.45972 -0.50285
O 1.57214 -1.48054 -1.02928
O 0.09772 -2.64779 1.40007
O -1.81444 -1.21615 1.92238
N -0.02970 -0.38520 0.21373
C -0.24163 1.09856 -0.23318
C 0.70685 0.85985 -1.39371
C 0.88906 -0.58635 -0.77517
H 0.43213 0.84242 -2.42805
H 0.09553 1.81881 0.56596
H 1.69979 1.45307 -1.37074
H -2.06361 0.59860 -0.75577

***

20
Properties=species:S:1:pos:R:3 method="wB97M-V/def2-TZVPD" homo_energy_ha="-0.1304 / -0.3405" spin_multiplicity=2 lumo_ev="0.80 / 0.66" e_above_lowest_kcal_mol=76.3 energy_ev=-18169.6629
S -0.61169 0.33383 -3.02871
N -0.63718 2.21591 -0.09755
N 1.01268 -1.21965 0.54291
C 0.70272 -2.25845 1.52441
C 0.61666 0.19435 0.92559
C -0.88143 0.03135 -1.16729
C 0.16143 0.91615 -0.36619
H 0.99257 1.14162 -1.04108
H -0.96190 -1.01286 -0.86621
H 1.98761 -1.09296 0.32193
H -0.68094 2.54953 -1.07685
H 1.61774 0.61953 1.06838
H -1.62808 2.09849 0.18422
H -0.10925 2.87108 0.50518
H -1.50311 -0.60543 -3.34993
H -0.35486 -2.21370 1.82132
H 0.85425 -3.18762 0.95944
H 1.38866 -2.19233 2.36772
H -1.83411 0.50051 -0.94972
H -0.13178 0.31064 1.72243

***

72
Properties=species:S:1:pos:R:3 method="wB97M-V/def2-TZVPD" homo_energy_ha=-0.3871 spin_multiplicity=1 lumo_ev=0.08 e_above_lowest_kcal_mol=18.0 energy_ev=-49923.3092
O -5.34492 15.44007 4.07181
O -5.06679 14.03255 9.16539
O -9.51373 20.91377 8.11917
O -5.57796 15.90049 6.97958
O -4.99879 14.03221 1.25883
O -8.17610 17.05670 6.30748
O -4.26840 18.63645 6.32389
O -4.34855 11.58409 2.84766
O -9.33172 16.28846 2.48707
O -9.57160 15.03592 5.20853
O -2.29957 14.22609 8.06974
O -2.61003 16.82542 7.57588
O -9.95547 18.18526 8.36664
O -3.09359 14.51412 5.30497
O -2.96722 17.03109 4.59231
O -4.44528 12.20125 5.52086
O -5.52826 19.73903 4.22900
O -10.41775 14.69004 8.11303
O -7.63183 14.22495 0.90288
O -7.29703 17.82354 3.88766
O -7.11727 12.55836 6.40639
O -6.53246 20.68206 6.75330
O -7.55626 14.52804 8.43592
O -7.47203 13.59204 3.79366
H -7.79369 13.50381 0.32950
H -2.16915 16.02764 7.96285
H -5.06561 14.58451 9.96444
H -7.45611 20.32387 6.65244
H -7.46535 11.72534 6.77985
H -7.35393 16.55070 6.59325
H -2.79441 17.64595 5.28732
H -3.00190 13.88344 8.67579
H -6.04860 13.91562 9.15759
H -4.56566 11.49321 3.79714
H -8.78817 17.01123 2.79836
H -3.70747 17.45462 4.11824
H -7.35933 14.35502 7.52912
H -10.17695 14.67234 7.16509
H -9.81036 15.42366 4.32322
H -9.26987 17.83453 7.72504
H -7.55235 13.37398 2.87223
H -9.66167 17.67632 9.16470
H -6.67990 14.03911 1.02686
H -9.33044 21.05602 9.09234
H -7.57326 17.57908 4.82362
H -6.68739 14.17775 3.79386
H -4.88367 16.56085 6.75928
H -4.82845 18.78587 7.12887
H -5.39981 15.33354 7.74562
H -8.53667 14.41293 8.57673
H -5.01146 12.44306 6.29578
H -11.38258 14.64179 8.06409
H -6.68187 17.13802 3.65263
H -2.56511 17.53207 8.20406
H -10.01585 20.00791 8.04429
H -5.06261 15.11311 4.93036
H -5.93011 20.53800 4.63631
H -6.65514 21.45962 7.28910
H -6.33375 19.16437 4.01419
H -4.51247 13.33677 1.71663
H -4.83564 19.03588 5.57727
H -3.50651 11.22555 2.59237
H -4.56099 15.15501 3.56208
H -3.03956 15.45495 5.09581
H -4.70981 13.88004 0.33022
H -3.85431 12.97185 5.48247
H -8.89874 14.37123 5.03900
H -8.79919 15.58106 2.01547
H -1.58337 13.61084 8.05144
H -7.45608 12.69756 5.42705
H -8.82336 16.37234 6.12064
H -2.80820 14.48201 6.19470

***

71
Properties=species:S:1:pos:R:3 method="wB97M-V/def2-TZVPD" homo_energy_ha=-0.6768 spin_multiplicity=1 charge=+3 lumo_ev=-11.45 energy_ev=-47802.0275
Zr -0.22566 -0.00653 -0.45269
P 0.12060 2.51920 -0.64193
P 0.13870 -2.49884 -0.93389
O -3.65348 0.03126 -0.09615
N 0.07145 -0.09305 1.57662
N 1.86209 0.08318 -1.96343
N 0.19351 -0.10060 4.04571
C -0.99080 3.45239 -1.78018
C -2.38885 -3.51425 -1.61089
C -0.43180 -4.54779 -2.84265
C -0.92078 3.42170 1.82229
C 1.78830 2.57599 -1.44655
C -0.98196 -3.29012 -2.16776
C -0.43716 4.78609 -2.28175
C 2.63334 1.29701 -1.50722
C 0.22300 -0.14474 2.76380
C 2.63949 -1.17628 -1.66190
C 0.30824 3.50778 0.91462
C 0.74270 4.96372 0.71630
C 1.38525 -0.37977 4.91319
C 0.34761 -3.66922 0.48707
C -2.48046 0.02877 -0.27160
C 0.72032 -5.10558 0.11042
C 1.79800 -2.45608 -1.75299
C -0.84700 -3.64530 1.44310
C -2.40565 3.60197 -1.21828
C -1.06087 0.24644 4.79110
H -0.39423 -5.40910 -2.16720
H -3.04017 -3.82195 -2.44063
H -0.82600 0.17458 5.86231
H 1.63805 -2.72289 -2.80637
H 1.50639 -5.17157 -0.65077
H 2.36597 3.32842 -0.89496
H -0.41467 5.55444 -1.50125
H 3.13025 -1.05673 -0.68193
H -1.10580 5.14705 -3.07554
H -1.38148 1.27460 4.55904
H 1.76507 -1.39641 4.74516
H -1.05231 2.77835 -2.65247
H -0.10189 5.61435 0.44979
H -1.90072 -0.07879 -1.32823
H -0.57543 -4.19343 2.35568
H -2.84483 2.65063 -0.89438
H 2.37983 -3.26814 -1.29912
H -1.73638 4.07056 1.48118
H -1.11193 -4.80837 -3.66534
H -3.04825 4.00191 -2.01500
H -2.82896 -2.60932 -1.17389
H -0.15115 -5.68683 -0.22015
H 0.56447 4.69628 -2.71392
H 1.10537 -5.60557 1.01143
H 3.12066 1.05969 -0.54722
H -1.05658 -2.51274 -2.94815
H 2.02377 0.14765 -2.96382
H -1.86860 -0.46088 4.54710
H 3.46330 1.47141 -2.23011
H -2.44853 4.31073 -0.38185
H 1.13683 2.98366 1.42176
H 1.54087 5.09141 -0.02630
H 1.13597 5.33717 1.67416
H -1.72975 -4.13726 1.01710
H 2.18512 0.35083 4.73137
H -1.13422 -2.63118 1.74666
H 1.21056 -3.23180 1.01906
H 3.46654 -1.25914 -2.40414
H -2.41907 -4.31593 -0.86230
H 0.56259 -4.39837 -3.27537
H -0.63775 3.76157 2.82761
H -1.31725 2.40318 1.92386
H 1.63525 2.96880 -2.46148
H 1.04097 -0.28821 5.95429

***

22
Properties=species:S:1:pos:R:3 method="wB97M-V/def2-TZVPD" homo_energy_ha=-0.1101 spin_multiplicity=1 charge=-1 lumo_ev=3.20 e_above_lowest_kcal_mol=12.1 energy_ev=-32677.1546
S 0.87892 -0.69118 1.56268
P -0.34729 -0.50680 -1.92962
O 0.84854 -0.27556 -2.78207
O -1.58626 -1.17513 -2.39039
C -1.93356 0.97234 -0.16514
C -0.69193 0.92808 -0.76791
C -1.46511 3.09503 0.88962
C 1.53924 -2.01282 0.56326
C -2.32682 2.05748 0.63287
C 0.27416 1.88857 -0.23976
C -0.12464 2.94798 0.46617
C 0.77477 -2.44267 -0.63128
H -2.77451 0.36031 -0.39197
H -1.59747 4.02743 1.42262
H 0.31258 -1.51915 -0.91255
H 0.50339 3.76813 0.87057
H -3.39135 2.36832 0.96836
H 1.42683 -2.70195 -1.54413
H 1.49488 -2.90893 1.10409
H 1.26572 1.65868 -0.52994
H 2.58771 -1.78365 0.46499
H -0.03942 -3.04359 -0.46058